No. 1
{"formula": "C2H7OPS2", "method": "the ωB97M-V functional and the def2-TZVPD basis", "de_lowest_kj_mol": 357.30, "species": ["C", "C", "O", "P", "S", "S", "H", "H", "H", "H", "H", "H", "H"], "xyz": [[-1.01335, -0.55620, 1.20761], [-1.47744, 0.13198, -0.15563], [0.14245, 0.27114, -2.26733], [-0.10965, 1.14989, -1.01693], [3.30783, -0.67499, 1.49554], [2.18170, -0.17224, -0.12529], [-2.04075, -0.92994, 1.65260], [-0.15845, -1.27456, 1.25590], [-0.75416, 0.26676, 1.97227], [-2.08734, 0.96687, 0.13757], [-1.92358, -0.45049, -0.89104], [1.03573, 0.57931, -2.58521], [2.89701, 0.69247, -0.68007]], "mulliken_charge": [-0.9172, -0.5900, -0.3574, 0.2258, -0.3379, -0.1463, 0.2690, 0.3166, 0.2986, 0.3029, 0.4225, 0.3575, 0.1560]}

=====

No. 2
{"formula": "C5H9N", "method": "the ωB97M-V functional and the def2-TZVPD basis", "de_lowest_kj_mol": 212.03, "species": ["C", "C", "C", "C", "C", "N", "H", "H", "H", "H", "H", "H", "H", "H", "H"], "xyz": [[-0.35997, 1.21307, -0.63244], [-0.06512, -0.18956, -0.18180], [-1.19636, -1.17692, -0.24630], [1.18050, -0.60783, 0.11180], [2.28392, 0.29954, 0.12323], [3.15478, 1.06569, 0.10793], [0.33209, 1.95247, -0.21802], [-1.38882, 1.53925, -0.43510], [-0.21759, 1.18230, -1.71559], [-1.17263, -1.55213, -1.27198], [-2.18543, -0.73691, -0.06915], [-1.06626, -2.02185, 0.43748], [1.36483, -1.63992, 0.39503], [-0.79321, 0.37312, 1.74858], [-0.09658, 0.10494, 1.67474]], "mulliken_charge": [-1.2269, 0.7316, -1.2995, -0.5543, 0.1830, -0.4614, 0.4045, 0.3576, 0.3512, 0.3689, 0.3443, 0.3470, 0.3488, 0.0597, 0.0457]}

=====

No. 3
{"formula": "C27H30N3O", "method": "the ωB97M-V functional and the def2-TZVPD basis", "de_lowest_kj_mol": 163.08, "charge": 1, "species": ["C", "N", "C", "C", "C", "N", "C", "C", "C", "N", "C", "C", "C", "C", "C", "C", "C", "C", "C", "C", "C", "O", "C", "C", "C", "C", "C", "C", "C", "C", "C", "H", "H", "H", "H", "H", "H", "H", "H", "H", "H", "H", "H", "H", "H", "H", "H", "H", "H", "H", "H", "H", "H", "H", "H", "H", "H", "H", "H", "H", "H"], "xyz": [[0.92889, 0.15011, 4.13634], [0.17432, 0.67622, 3.01902], [0.54886, 2.07763, 2.84783], [0.06214, 2.64774, 1.56059], [-1.39348, 2.34714, 1.47173], [-1.68254, 0.94565, 1.68836], [-3.05156, 0.71705, 1.24089], [-3.50143, -0.62925, 1.65507], [-2.31160, -1.49762, 1.41762], [-1.32035, -1.28505, 2.47701], [-0.50627, -2.47031, 2.75569], [-1.30518, -3.72774, 2.32242], [-0.82663, -4.44953, 1.21934], [-1.60560, -5.45517, 0.64009], [-2.81851, -5.82509, 1.22051], [-3.25208, -5.20399, 2.39714], [-2.53092, -4.12755, 2.91508], [0.03342, -2.83557, 4.16673], [1.42096, -2.72445, 4.41368], [1.93485, -2.78866, 5.69770], [1.04221, -3.03182, 6.74727], [1.39669, -2.60761, 8.03208], [0.67963, -1.55014, 8.60975], [-0.71422, -1.57204, 8.71872], [-1.37215, -0.39410, 9.07887], [-0.65088, 0.77038, 9.37358], [0.75197, 0.74046, 9.35033], [1.42058, -0.43472, 9.02045], [-0.23111, -3.54354, 6.47355], [-0.72413, -3.43771, 5.18148], [-0.92808, 0.11262, 2.44329], [0.52794, -0.80635, 4.44300], [1.98704, 0.05274, 3.84172], [0.88410, 0.81607, 5.01388], [0.13599, 2.65296, 3.68935], [1.63786, 2.13438, 2.90546], [0.18144, 3.72914, 1.57979], [0.62254, 2.24625, 0.71467], [-1.93344, 2.92632, 2.23800], [-1.78654, 2.62769, 0.49189], [-3.70520, 1.50357, 1.62338], [-3.04111, 0.80198, 0.14840], [-3.84356, -0.65414, 2.69356], [-4.33845, -0.95310, 1.03169], [-2.69644, -2.50978, 1.29344], [-1.82602, -1.28589, 0.45887], [0.38574, -2.36447, 2.11739], [0.12918, -4.16166, 0.78274], [-1.23961, -5.95793, -0.25948], [-3.42259, -6.61634, 0.76576], [-4.16936, -5.53476, 2.89634], [-2.98740, -3.56295, 3.74253], [2.09309, -2.43352, 3.59763], [2.97712, -2.53429, 5.91623], [-1.26887, -2.48857, 8.51513], [-2.46224, -0.39297, 9.11668], [-1.17327, 1.69215, 9.61853], [1.32632, 1.63876, 9.57843], [2.51111, -0.49430, 9.01971], [-0.85039, -3.98182, 7.25970], [-1.69990, -3.88216, 5.01069]], "mulliken_charge": [-1.2337, 0.1692, -0.6867, -0.6128, -0.7391, 0.1198, -0.7410, -0.8405, -0.4359, 0.3347, 0.0399, -0.1833, -0.3587, -0.8048, -0.4311, -0.9943, 0.3960, -0.3642, -0.0746, -0.4678, -0.2479, -0.4634, 0.3983, -0.1446, -0.5456, -0.5388, -0.3627, -0.4245, -0.8431, -0.3980, 0.5783, 0.2873, 0.3215, 0.4672, 0.3751, 0.3381, 0.3465, 0.3315, 0.3593, 0.3588, 0.3965, 0.3733, 0.3608, 0.3280, 0.3117, 0.3545, 0.5633, 0.3796, 0.4029, 0.4030, 0.4047, 0.3894, 0.4976, 0.4520, 0.3046, 0.3959, 0.4047, 0.3822, 0.4179, 0.8520, 0.3408]}

=====

No. 4
{"formula": "C6H12N2", "method": "the ωB97M-V functional and the def2-TZVPD basis", "de_lowest_kj_mol": 328.89, "species": ["C", "C", "C", "N", "C", "C", "C", "N", "H", "H", "H", "H", "H", "H", "H", "H", "H", "H", "H", "H"], "xyz": [[1.56824, 1.76733, -0.85985], [-1.22857, 0.29843, 1.51364], [-1.44195, -1.23779, -0.44931], [0.26719, 1.77079, -1.04125], [-0.59269, -0.11822, 0.17263], [0.83313, -0.59622, 0.47762], [1.45837, -1.59518, -0.12803], [-0.71576, 0.99780, -0.73954], [-0.10463, 2.64058, -1.43497], [2.12569, 2.59355, -1.26308], [2.17251, 0.96122, -0.50599], [1.27999, -0.15834, 1.36481], [-1.07203, -1.49455, -1.43695], [-0.64962, 1.08906, 1.98550], [-1.26987, -0.55239, 2.18831], [-2.23667, 0.66178, 1.33766], [-1.42258, -2.12161, 0.18291], [-2.46555, -0.89199, -0.55649], [1.06547, -2.07932, -1.00622], [2.42931, -1.93493, 0.19862]], "mulliken_charge": [-0.4182, -1.7266, -1.8123, 0.3458, 2.0841, -1.0048, -0.6743, -1.0844, 0.2555, 0.2506, 0.3720, 0.4803, 0.4105, 0.3864, 0.3850, 0.4166, 0.3935, 0.4240, 0.2100, 0.3063]}

=====

No. 5
{"formula": "C31H35N9O4Sr", "method": "the ωB97M-V functional and the def2-TZVPD basis", "de_lowest_kj_mol": 85.71, "charge": 2, "species": ["Sr", "N", "C", "C", "N", "C", "C", "N", "C", "C", "N", "H", "H", "H", "H", "H", "H", "H", "H", "H", "H", "H", "H", "H", "H", "H", "H", "H", "H", "O", "N", "O", "C", "C", "C", "C", "C", "C", "N", "C", "C", "N", "C", "C", "C", "C", "H", "H", "H", "H", "H", "H", "H", "O", "C", "O", "C", "C", "C", "C", "C", "C", "N", "C", "C", "C", "C", "C", "C", "N", "H", "H", "H", "H", "H", "H", "H", "H", "H", "H"], "xyz": [[-0.02926, -0.16996, -0.54910], [-2.26770, 0.95945, -1.18045], [-2.97006, 0.32844, -2.31170], [-2.06904, -0.11242, -3.48461], [-0.62860, -0.37568, -3.19586], [-0.15719, -1.69109, -3.71423], [0.39002, -2.68289, -2.68987], [1.34808, -2.09688, -1.72936], [0.14894, 0.70961, -3.84983], [1.62970, 0.74005, -3.54060], [1.86212, 1.05971, -2.12596], [-2.93953, 1.09213, -0.43111], [-1.91910, 1.88981, -1.40364], [-3.74323, 0.98188, -2.72214], [-3.49502, -0.53150, -1.90144], [-2.12643, 0.64450, -4.27011], [-2.51953, -1.00542, -3.91762], [0.59941, -1.51640, -4.48233], [-0.97313, -2.19722, -4.23238], [0.83156, -3.50770, -3.25603], [-0.41933, -3.11097, -2.10298], [2.19386, -1.81959, -2.21559], [1.64469, -2.83342, -1.09526], [-0.28678, 1.66298, -3.54027], [0.02201, 0.63791, -4.93784], [2.08960, 1.46862, -4.21409], [2.10163, -0.21632, -3.76924], [1.56412, 2.01801, -1.95342], [2.85950, 1.04723, -1.94441], [-2.65305, -6.48792, 4.13459], [-3.15151, -5.69939, 3.36361], [-4.30729, -5.70116, 2.98668], [-2.30535, -4.56017, 2.93848], [-1.44313, -4.08761, 3.85174], [-0.63962, -2.94395, 3.55416], [0.22657, -2.41253, 4.52556], [0.95836, -1.30341, 4.21175], [0.81754, -0.75777, 2.93099], [0.02021, -1.22636, 1.98565], [-0.71956, -2.32424, 2.29902], [-1.62862, -2.87350, 1.30914], [-1.66290, -2.28572, 0.09106], [-2.48648, -2.78444, -0.81259], [-3.30965, -3.88861, -0.60305], [-3.28290, -4.49934, 0.62190], [-2.43497, -3.98789, 1.62423], [-1.36610, -4.56684, 4.81819], [0.29564, -2.88439, 5.49772], [1.63406, -0.84221, 4.91882], [1.39519, 0.11296, 2.68010], [-2.49193, -2.29839, -1.78190], [-3.94931, -4.25102, -1.39529], [-3.90301, -5.35758, 0.82315], [5.48149, 0.40817, 4.73001], [4.54259, 1.36505, 4.83708], [4.38572, 1.95751, 5.86154], [3.68793, 1.64963, 3.62556], [3.94697, 1.16440, 2.34799], [3.08817, 1.45541, 1.29761], [1.96843, 2.24962, 1.51979], [1.71982, 2.76536, 2.79014], [2.58031, 2.46704, 3.83227], [1.06536, 2.52564, 0.44672], [0.93263, 3.76965, 0.20271], [0.08374, 4.34467, -0.85839], [-0.02294, 5.72709, -0.92463], [-0.79302, 6.29504, -1.93135], [-1.41691, 5.45601, -2.83357], [-1.25000, 4.08331, -2.68791], [-0.52079, 3.52174, -1.72824], [5.45075, -0.03521, 3.87700], [4.83370, 0.57730, 2.13770], [3.29909, 1.07736, 0.30702], [0.84508, 3.38048, 2.96078], [2.41212, 2.86151, 4.82620], [1.49121, 4.50508, 0.78628], [0.48763, 6.34697, -0.19861], [-0.89563, 7.36919, -2.00653], [-2.02078, 5.84317, -3.64301], [-1.73615, 3.40739, -3.38639]], "mulliken_charge": [1.8642, -0.3690, -0.9500, -1.0696, 0.4477, -1.0094, -0.6316, -0.4651, -0.3643, -1.3732, -0.0343, 0.2338, 0.0495, 0.4127, 0.4899, 0.5987, 0.5007, 0.4561, 0.5276, 0.4954, 0.2325, 0.1630, 0.2374, 0.1142, 0.3659, 0.5783, 0.3776, 0.0013, 0.2291, -0.5379, 0.9201, -0.5472, 0.3227, -0.8601, 1.4446, -0.9070, -1.0467, 0.5218, -0.0184, -1.1656, -0.3857, 0.7661, -0.7251, -1.8279, -0.6605, 0.8490, 0.5609, 0.4817, 0.5595, 0.0481, 1.0115, 0.5053, 0.5642, -0.4825, 0.5773, -0.5233, 0.8327, -1.1246, -0.3139, -0.1755, -0.0747, -0.8991, 0.2133, -0.3631, 0.6199, -1.1432, -0.3712, -1.1696, 0.2841, 0.0747, 0.2840, 0.3207, 0.2043, 0.6284, 0.4874, 0.4850, 0.4584, 0.4687, 0.4275, 0.2918]}

=====

No. 6
{"formula": "C6H14N2O2", "method": "the ωB97M-V functional and the def2-TZVPD basis", "de_lowest_kj_mol": 102.12, "species": ["C", "N", "C", "C", "O", "H", "H", "H", "H", "H", "H", "H", "C", "N", "C", "C", "O", "H", "H", "H", "H", "H", "H", "H"], "xyz": [[1.91570, -1.92370, 0.55177], [0.86206, -1.25456, 1.26760], [1.05964, -0.21922, 2.15643], [-0.22349, 0.28977, 2.73342], [2.17158, 0.19318, 2.38530], [1.54206, -2.87955, 0.17399], [2.39052, -1.40261, -0.29080], [2.69993, -2.16630, 1.26784], [-0.06553, -1.48146, 0.96692], [-0.22626, 1.35315, 2.43828], [-1.13084, -0.13484, 2.31192], [-0.26937, 0.33810, 3.81813], [0.26862, 2.10589, -1.14747], [-0.60457, 0.96291, -1.03832], [-1.57994, 0.81414, -2.00357], [-1.96416, -0.63170, -2.23550], [-1.99899, 1.74252, -2.65342], [1.23238, 2.08445, -1.67451], [-0.34525, 2.96888, -1.38931], [0.70392, 2.29728, -0.15902], [-0.30489, 0.11870, -0.58153], [-2.04133, -1.23886, -1.32533], [-2.90816, -0.82576, -2.74005], [-1.18363, -1.11043, -2.83279]], "mulliken_charge": [-0.9670, -0.2325, 0.6434, -0.8820, -0.6213, 0.3822, 0.2727, 0.3029, 0.2908, 0.2205, 0.2653, 0.3354, -0.9956, 0.0260, 0.7590, -1.1451, -0.6097, 0.3057, 0.3711, 0.2962, 0.0567, 0.3080, 0.3447, 0.2728]}

=====

No. 7
{"formula": "C14H36BF4KN2O6", "method": "the ωB97M-V functional and the def2-TZVPD basis", "de_lowest_kj_mol": 0.00, "species": ["K", "B", "F", "F", "F", "F", "C", "C", "O", "O", "H", "H", "H", "H", "H", "H", "C", "O", "C", "C", "N", "C", "C", "O", "C", "H", "H", "H", "H", "H", "H", "H", "H", "H", "H", "H", "H", "H", "H", "H", "C", "O", "C", "C", "N", "C", "C", "O", "C", "H", "H", "H", "H", "H", "H", "H", "H", "H", "H", "H", "H", "H", "H", "H"], "xyz": [[1.49711, 0.28097, 0.98653], [-1.72234, -0.09673, -0.58120], [-1.07202, 0.79371, 0.24737], [-2.68677, -0.77120, 0.11476], [-2.17396, 0.58496, -1.66509], [-0.74763, -1.02347, -0.87961], [0.80792, 2.41156, 4.14345], [0.13545, 3.77205, 4.57388], [0.30225, 3.81565, 6.05475], [0.56650, 2.07415, 2.77722], [0.47395, 1.48182, 4.62608], [1.80886, 2.31556, 4.49536], [-0.94638, 3.89746, 4.35855], [0.54162, 4.61839, 4.01630], [-0.03443, 4.67865, 6.43050], [-0.35366, 2.17586, 2.47774], [-2.40751, 0.09318, 4.87352], [-1.40347, -0.75394, 4.31509], [-1.38839, -0.71238, 2.90689], [-0.61631, -1.87096, 2.39835], [0.78020, -1.70895, 2.70930], [1.49163, -2.88212, 2.20917], [1.39235, -2.93902, 0.65915], [2.22406, -2.01130, -0.07638], [2.07806, -2.36627, -1.46748], [-2.67133, -0.26217, 5.89274], [-3.34936, 0.09425, 4.24441], [-2.01593, 1.20531, 4.90528], [-0.93941, 0.22762, 2.60538], [-2.43469, -0.99211, 2.65937], [-0.87526, -1.94155, 1.40803], [-1.06366, -2.75999, 2.85921], [0.78918, -1.62928, 3.77968], [0.98201, -3.71251, 2.57711], [2.44537, -2.93924, 2.66744], [0.40592, -3.15371, 0.25729], [1.83370, -3.96196, 0.38335], [2.59781, -1.61818, -2.04040], [1.07764, -2.23102, -1.70140], [2.43666, -3.42191, -1.66564], [-1.02234, -2.81904, -7.13534], [-0.23015, -2.19509, -6.12397], [-0.60850, -0.91106, -5.66555], [0.23433, -0.53312, -4.44748], [-0.05916, 0.63448, -3.68056], [1.03325, 1.07835, -2.83687], [0.61107, 2.27787, -2.11961], [1.27878, 2.51545, -0.87377], [0.84719, 3.64861, -0.21860], [-0.45506, -3.50059, -7.73178], [-1.44513, -2.07246, -7.83054], [-1.81694, -3.34361, -6.63073], [-1.67351, -1.04899, -5.41879], [-0.64395, -0.12143, -6.40755], [1.23631, -0.29898, -4.96675], [0.24189, -1.40329, -3.75593], [-0.92455, 0.42229, -3.14589], [1.88545, 1.28344, -3.42766], [1.34091, 0.40185, -2.11753], [-0.43556, 2.13709, -1.84291], [0.59748, 3.02618, -2.94443], [1.33103, 4.46677, -0.74845], [1.10232, 3.75840, 0.83113], [-0.19090, 3.83574, -0.29652]], "mulliken_charge": [0.9456, -0.0833, -0.1805, -0.3153, -0.3778, -0.1578, -0.5692, -0.4686, -0.5508, -0.2603, 0.2549, 0.4596, 0.3170, 0.3708, 0.3015, 0.1603, -0.5063, -0.4648, 0.3249, -1.1641, -0.1252, -1.0845, -0.4309, -0.2952, -0.7690, 0.2683, 0.2807, 0.0609, -0.6622, 0.7454, 0.7064, 0.2250, 0.2908, 0.4666, 0.5181, 0.4464, 0.3842, 0.2908, 0.3109, 0.2943, -0.7411, -0.3153, -0.7577, -0.0308, -0.3551, 0.1486, -0.6286, -0.2697, -0.9176, 0.2568, 0.2974, 0.2851, 0.3585, 0.3784, 0.2340, -0.0847, 0.3399, 0.7262, -0.3852, 0.2536, 0.2529, 0.3951, 0.1935, 0.4083]}

=====

Looking at calculated total energy for the records above, in order, we have -35191.824 -6818.797 -34995.944 -9393.441 -55140.625 -13524.566 -58241.044 eV.
Looking at molar mass for the records above, in order, we have 142.2 83.1 412.6 112.2 685.3 146.2 454.4 g/mol.